[1]
DFT (wB97M-V/def2-TZVPD) results for a 15-piece molecular cluster, C5H40O15 overall.

The geometry in XYZ format:
```
60
Properties=species:S:1:pos:R:3:forces:R:3:nbo_charge:R:1
C -1.453046 0.105516 0.555580 -0.874 0.232 -0.129 -0.08
O -1.934198 1.133457 -0.340084 0.747 -0.872 0.413 -0.79
C -0.034127 -0.353727 0.307636 0.634 -0.361 -0.098 -0.43
C 0.148423 -1.854202 -0.039638 0.226 1.297 -0.106 -0.40
C 0.102624 -2.754323 1.199006 0.666 0.363 -0.448 -0.41
C 1.073497 -3.944381 1.153904 -0.869 0.333 -1.785 -0.61
H -1.569682 0.493580 1.559248 0.084 0.167 0.287 0.19
H -2.178984 -0.706504 0.483389 0.168 -0.342 0.039 0.17
H -2.414387 0.684702 -1.062914 -0.190 0.570 -0.244 0.52
H 0.426687 0.212414 -0.508091 -0.304 0.217 -0.009 0.20
H 0.579255 -0.128807 1.183129 0.029 0.033 0.006 0.21
H -0.553351 -2.020325 -0.860945 -0.240 -0.716 0.170 0.19
H 1.135207 -1.881969 -0.494903 0.293 -0.351 0.002 0.20
H 0.475492 -2.121602 2.003442 -0.445 0.063 0.313 0.20
H -0.930196 -3.049206 1.384814 0.099 -0.138 0.362 0.20
H 1.220909 -4.332674 2.151352 0.198 -0.520 -0.108 0.22
H 1.992631 -3.688123 0.619800 0.350 0.486 0.818 0.21
H 0.691665 -4.641361 0.396777 -0.293 -0.667 0.748 0.19
H 1.382020 2.788346 4.845383 0.450 -0.390 -0.444 0.49
H 1.929343 1.735224 3.712216 0.006 0.638 0.164 0.53
O 1.247779 1.947023 4.389548 -0.215 -0.288 0.382 -1.01
H -2.517156 2.568145 3.189269 -0.216 -0.166 0.391 0.46
H -2.579670 1.397268 4.195458 0.079 0.574 -0.143 0.50
O -2.972951 2.271800 3.993938 0.249 -0.345 -0.277 -0.96
H 3.191219 0.873575 -0.253381 0.564 -0.473 -0.079 0.51
H 4.483384 -0.046306 -0.073496 0.259 0.267 -0.175 0.47
O 3.532583 -0.019579 0.007079 -0.767 -0.062 0.108 -1.00
H -1.606680 -3.359148 -3.403628 0.422 0.579 -0.055 0.51
H -2.429388 -2.900947 -4.492969 -0.624 0.044 -0.926 0.48
O -1.931129 -2.519483 -3.782015 -0.038 -0.404 0.741 -0.98
H -2.231872 4.266348 0.143816 -0.705 -0.788 0.063 0.49
H -1.797730 2.616690 0.279338 -0.966 0.896 -0.759 0.52
O -1.577942 3.584352 0.293254 1.222 0.397 0.933 -1.05
H 0.286016 -4.382904 -4.787050 0.443 -0.205 0.163 0.50
H 0.050390 -4.863874 -3.319282 0.532 -0.084 -0.206 0.48
O -0.374756 -4.675181 -4.158738 -0.936 -0.427 0.178 -0.97
H -4.104417 -0.181335 -2.343128 0.253 0.245 -0.176 0.48
H -2.942539 0.341875 -3.274522 -0.025 0.120 0.608 0.51
O -3.432281 0.509719 -2.437227 -0.356 -0.408 -0.285 -0.97
H -0.178699 2.917431 -1.484536 -0.535 0.653 0.514 0.51
H 0.128074 4.418417 -0.991540 -0.809 -0.325 0.405 0.51
O 0.459186 3.636198 -1.423354 1.592 -0.505 -1.093 -0.98
H 2.530562 -2.560180 -4.024491 0.213 -0.256 -0.134 0.48
H 1.083451 -2.688599 -4.345511 -0.543 0.283 0.019 0.47
O 1.906469 -3.160969 -4.451135 0.450 0.296 0.169 -0.95
H 3.451202 3.087138 -0.916578 -0.122 0.013 -0.053 0.48
H 1.904268 2.929219 -0.823498 -0.268 0.243 -0.117 0.52
O 2.755700 2.513858 -0.580481 0.469 -0.106 0.262 -1.01
H -1.491032 -0.827492 -4.199985 -0.062 0.020 -0.012 0.50
H -0.553102 0.175288 -3.623117 0.187 0.392 0.224 0.47
O -1.346623 0.135365 -4.158645 0.022 -0.356 -0.335 -0.97
H -0.078863 3.461278 3.539306 -0.280 -0.517 0.063 0.47
H -0.550469 3.767877 2.065635 0.316 0.099 0.433 0.49
O 0.088403 3.999620 2.771447 -0.149 0.571 -0.910 -0.98
H -0.068848 0.819011 4.320031 -0.471 -0.221 0.566 0.51
H -0.783838 -0.000057 5.450003 0.144 0.175 -0.344 0.47
O -0.850548 0.246634 4.517416 0.040 -0.060 -0.149 -1.00
H 3.172314 0.566047 1.886971 -0.090 0.149 -0.014 0.51
H 3.076855 2.073566 1.691770 -0.258 -0.065 0.112 0.50
O 2.962906 1.386278 2.364898 0.244 0.004 -0.044 -0.99
```
Positions in Å, forces in eV/Å.

Values from the calculation:
Energy relative to the best compared isomer or geometry (same formula, charge and spin) = 0.0 kcal/mol
Frontier orbital gap = 10.2 eV

=====

[2]
DFT (wB97M-V/def2-TZVPD) results for a 2-piece molecular cluster, C5H4O2 overall.

The geometry in XYZ format:
```
11
Properties=species:S:1:pos:R:3:forces:R:3:nbo_charge:R:1
O -2.275809 0.460466 0.839725 0.599 -0.066 -0.278 -0.53
C -1.184739 0.287496 0.388341 -0.366 0.010 0.200 0.69
C -0.093018 -0.580885 0.635171 0.461 -0.008 -0.257 -0.07
C 1.030932 -0.748778 0.160390 -0.561 0.245 0.075 -0.01
C 1.454583 0.084001 -0.918701 -0.010 0.223 -0.215 -0.35
C 0.492429 0.978043 -1.265817 0.217 -0.079 -0.047 0.20
O -0.720904 1.096259 -0.689762 0.033 0.019 -0.039 -0.45
H 2.410181 0.039630 -1.419981 -0.086 0.063 -0.017 0.24
H 0.603625 1.705111 -2.060419 0.019 -0.040 0.032 0.21
H -0.713485 -1.416695 2.407452 -0.154 -0.187 0.271 0.04
H -1.003795 -1.904648 1.923603 -0.151 -0.181 0.276 0.04
```
Positions in Å, forces in eV/Å.

Values from the calculation:
Energy relative to the best compared isomer or geometry (same formula, charge and spin) = 107.3 kcal/mol
SMILES = O=c1c#ccco1.[H][H]
Frontier orbital gap = 9.4 eV

=====

[3]
DFT (wB97M-V/def2-TZVPD) results for C31H63Br2F3N2O7S as an isolated structure.

The geometry in XYZ format:
```
109
Properties=species:S:1:pos:R:3:forces:R:3:mulliken_charge:R:1
F -5.383128 -0.310593 2.186211 0.741 -0.101 -0.069 -0.22
C -4.476459 0.020750 1.249206 -0.685 1.058 -0.735 0.66
F -5.087893 0.966934 0.469599 -0.042 -0.473 0.496 -0.22
Br -4.139392 -1.491104 0.075568 0.023 0.197 0.271 -0.05
C -3.190420 0.684905 1.858208 0.512 -1.030 -0.683 0.39
F -3.616023 1.554774 2.817096 0.197 -0.357 -0.305 -0.28
Br -2.338308 1.677031 0.368992 -0.132 0.046 0.449 -0.09
C -2.117096 -0.286259 2.375585 0.092 0.330 1.300 -0.78
C -2.608089 -1.230365 3.527217 0.565 -0.067 -0.362 -0.92
C -2.888202 -2.674365 3.089825 -0.666 0.746 0.802 0.41
C -2.188118 -3.336884 2.129323 0.449 -0.358 -0.373 -0.30
C -2.480606 -4.690376 1.694449 -0.477 0.721 0.883 -0.72
C -3.517977 -5.362067 2.286436 0.763 -0.007 -0.799 -0.89
C -4.251403 -4.710874 3.321531 -0.830 -0.150 0.535 0.74
N -5.287898 -5.271600 3.996493 0.766 1.236 0.171 -0.64
S -5.741510 -4.147133 5.061063 -0.268 0.292 0.167 0.14
N -4.746354 -2.881878 4.754166 -0.205 -1.815 -0.653 -0.64
C -3.972966 -3.358129 3.763812 1.118 -0.383 -1.243 0.63
H -1.611813 -0.829739 1.566117 -0.484 0.278 0.159 0.70
H -1.328846 0.348485 2.824020 -0.379 -0.096 -0.401 -0.08
H -3.470125 -0.785993 4.054867 0.240 -0.356 -0.334 0.45
H -1.795936 -1.254365 4.279747 -0.358 -0.043 -0.315 0.57
H -1.352582 -2.822804 1.639099 -0.331 -0.216 0.182 0.40
H -1.882567 -5.152113 0.905632 -0.226 0.202 0.293 0.42
H -3.733523 -6.369475 1.920021 -0.294 0.342 0.519 0.37
C 2.764810 0.426930 0.359603 -0.379 -0.056 0.084 -0.91
C 1.609801 0.604504 1.331620 0.781 -0.042 0.294 1.03
C 1.881973 1.734969 2.312256 -0.238 0.061 0.081 -1.32
O 1.393719 -0.613959 2.053645 -0.447 -0.052 -0.061 -0.50
H 3.684846 0.172267 0.893797 -0.011 0.118 0.042 -0.23
H 2.562547 -0.392166 -0.331364 -0.016 0.074 -0.040 0.26
H 2.938645 1.331724 -0.217176 0.015 -0.037 0.014 0.40
H 0.693527 0.811229 0.779674 -0.139 -0.146 0.053 0.03
H 2.773777 1.522516 2.909656 0.062 -0.005 -0.113 0.20
H 1.050106 1.847477 3.010562 -0.015 0.047 -0.058 0.37
H 2.029699 2.682795 1.791724 0.016 -0.006 0.032 0.38
H 2.197006 -0.810324 2.548421 -0.003 0.018 -0.043 0.31
C -3.178128 4.775472 3.457034 0.050 -0.232 -0.023 -1.03
C -2.513511 5.297766 4.721178 -0.195 0.503 -0.499 0.36
C -3.237981 6.521090 5.262246 0.018 0.013 0.252 -1.29
O -1.153128 5.631599 4.444678 0.159 -0.238 0.239 -0.55
H -3.159737 5.532490 2.667142 -0.066 0.085 0.093 0.36
H -2.643593 3.904823 3.075225 -0.041 0.007 0.063 0.18
H -4.215869 4.492994 3.643771 0.009 0.002 -0.045 0.35
H -2.501462 4.513437 5.479916 0.197 0.020 -0.015 0.28
H -3.220729 7.335339 4.531959 -0.063 -0.085 -0.080 0.33
H -2.745433 6.890262 6.163255 -0.025 -0.064 0.009 0.33
H -4.277729 6.291220 5.502191 0.006 0.035 -0.022 0.35
H -1.149857 6.324327 3.775126 -0.031 -0.026 0.016 0.35
C -6.255796 -2.044589 -4.307541 0.133 -0.135 -0.205 -0.89
C -6.648189 -3.287608 -3.525933 -0.012 0.589 0.252 0.34
C -7.875029 -3.032981 -2.663788 -0.136 -0.203 0.047 -1.16
O -5.557305 -3.691626 -2.698429 0.068 -0.347 -0.098 -0.54
H -6.006984 -1.223400 -3.631685 -0.174 0.011 0.019 0.06
H -5.368356 -2.237871 -4.914156 -0.053 -0.079 -0.017 0.34
H -7.063753 -1.718924 -4.964104 0.020 0.089 0.056 0.32
H -6.849494 -4.109670 -4.215404 0.153 -0.099 0.106 0.29
H -7.677448 -2.242036 -1.934243 0.028 0.080 -0.108 0.25
H -8.138930 -3.929161 -2.099435 0.000 -0.013 -0.066 0.32
H -8.731897 -2.738495 -3.272435 0.013 0.033 0.031 0.36
H -5.381807 -2.963726 -2.092472 -0.030 0.015 0.002 0.21
C 5.540539 -0.069966 -3.868614 -0.072 -0.213 0.068 -1.24
C 4.257238 0.348945 -3.169735 0.487 0.537 -0.306 0.44
C 3.589387 1.514255 -3.883935 -0.264 0.005 0.082 -1.34
O 4.550120 0.719738 -1.819355 0.006 -0.199 -0.030 -0.36
H 6.262461 0.751972 -3.879063 -0.079 0.057 -0.057 0.31
H 6.010476 -0.896458 -3.339708 -0.019 -0.017 -0.096 0.24
H 5.349931 -0.378058 -4.898434 0.027 0.021 0.007 0.39
H 3.568885 -0.497380 -3.127336 0.014 0.027 0.222 0.28
H 4.247041 2.388362 -3.896508 0.086 -0.079 -0.067 0.33
H 2.675741 1.809952 -3.364539 -0.011 -0.059 -0.033 0.33
H 3.336707 1.254406 -4.913291 0.020 0.033 0.007 0.40
H 5.158654 1.467102 -1.846334 0.014 -0.050 -0.084 0.28
C -7.354183 3.462842 -3.907315 -0.244 0.029 0.032 -1.36
C -6.870532 2.133835 -3.347442 0.481 0.355 -0.420 0.40
C -5.439525 2.235473 -2.840025 0.028 -0.160 0.167 -1.09
O -6.949473 1.129881 -4.359865 -0.257 -0.145 0.172 -0.49
H -6.735753 3.773908 -4.754338 0.100 -0.004 0.085 0.35
H -8.377485 3.373335 -4.275420 0.004 -0.013 0.068 0.33
H -7.323746 4.246572 -3.148136 0.016 0.009 -0.036 0.38
H -7.526273 1.817963 -2.534191 -0.030 -0.158 -0.114 0.24
H -4.759462 2.506951 -3.653136 -0.078 0.106 -0.017 0.36
H -5.101893 1.273833 -2.449246 -0.046 0.035 0.060 0.17
H -5.351706 2.982471 -2.048971 0.037 -0.018 -0.011 0.37
H -6.374601 1.394548 -5.086644 -0.005 0.023 0.043 0.33
C 8.949286 -4.167780 -2.626701 -0.054 -0.105 -0.196 -1.29
C 9.254521 -2.688873 -2.807367 -0.123 -0.223 0.640 0.31
C 10.171344 -2.173213 -1.710637 0.176 0.173 -0.060 -1.19
O 8.038760 -1.940379 -2.791168 0.055 0.074 -0.300 -0.42
H 8.442353 -4.344681 -1.673728 0.108 0.052 0.054 0.34
H 8.280418 -4.519289 -3.413870 0.061 0.024 -0.027 0.32
H 9.861921 -4.765953 -2.651387 -0.026 -0.006 0.029 0.40
H 9.717896 -2.528254 -3.782240 -0.168 0.129 -0.033 0.28
H 9.697173 -2.285586 -0.731417 0.021 -0.136 -0.017 0.27
H 10.370026 -1.109096 -1.849994 0.024 -0.035 -0.044 0.30
H 11.123185 -2.707340 -1.699818 -0.022 -0.001 0.031 0.41
H 7.623479 -2.076381 -1.931274 0.025 -0.007 -0.018 0.28
C 7.840538 0.248680 0.591483 -0.052 -0.106 -0.167 -1.08
C 6.766265 -0.057705 1.623208 0.504 0.405 0.231 0.75
C 6.359177 1.193018 2.387183 -0.224 -0.002 0.038 -1.26
O 7.248128 -1.041596 2.538580 -0.237 -0.256 -0.088 -0.59
H 8.743891 0.635099 1.072714 -0.073 0.085 0.047 0.42
H 8.128241 -0.658275 0.058564 -0.058 0.033 -0.028 0.07
H 7.492058 0.984481 -0.135590 0.039 -0.017 -0.007 0.28
H 5.893122 -0.484261 1.126499 0.055 -0.148 0.086 -0.03
H 7.212516 1.610484 2.929474 0.052 0.010 -0.110 0.46
H 5.594699 0.956356 3.129391 -0.024 -0.009 -0.061 0.27
H 5.966818 1.957926 1.714025 0.011 0.009 0.030 0.32
H 8.020562 -0.677322 2.984847 -0.030 0.007 -0.019 0.35
```
Positions in Å, forces in eV/Å.

Values from the calculation:
Frontier orbital gap = 8.4 eV

=====

[4]
DFT (wB97M-V/def2-TZVPD) results for C15H25Br2CdNO7P2 as an isolated structure.

The geometry in XYZ format:
```
53
Properties=species:S:1:pos:R:3:forces:R:3:nbo_charge:R:1
C 1.502431 -0.819217 2.443571 0.784 -0.573 0.354 -0.25
C 0.800363 -1.232705 1.554102 -0.532 0.403 -2.687 -0.03
C -0.075662 -1.717077 0.388618 -0.632 -2.672 2.126 -0.61
P 0.977588 -3.002713 -0.402259 1.651 2.313 -3.647 1.77
O 0.219596 -4.174251 -1.115182 0.031 -0.597 1.745 -0.91
O 2.203569 -3.482401 0.500968 -1.069 -0.410 0.798 -0.93
C -1.216328 -2.541716 1.227993 0.038 0.802 -0.840 0.78
O -1.485446 -3.702988 1.263294 0.528 1.458 0.807 -0.46
O -1.724689 -1.456717 1.966634 -0.336 -1.649 -0.855 -0.67
C -1.999949 -0.428225 0.862887 -0.926 1.354 0.393 0.24
O -3.314080 -0.688146 0.558226 0.617 -0.012 -0.749 -0.71
P -2.230061 1.145090 1.948126 -0.866 -0.109 1.538 1.22
N -2.391142 2.432836 0.863286 0.428 -0.615 -0.110 -1.16
O -0.834374 1.490515 2.747880 0.310 -0.195 -0.825 -0.98
C -0.934147 -0.598931 -0.317696 1.113 0.451 1.110 0.01
C -0.123807 0.731167 -0.337697 0.203 0.272 -0.839 -0.47
C 0.998531 0.959905 -1.367671 0.221 -0.043 0.158 -0.42
C 2.316986 0.195833 -1.293787 0.417 0.044 0.285 -0.43
C 3.214499 0.431300 -0.061111 0.131 0.222 -0.510 -0.43
C 3.087345 1.779020 0.612238 0.847 0.158 0.298 -0.07
O 3.354455 2.808758 -0.309600 -0.583 -0.044 -0.157 -0.54
C 2.998838 4.056293 0.260626 0.033 0.054 0.316 -0.25
C -1.437476 -0.798947 -1.769932 -0.621 -0.973 -0.267 -0.27
Br -0.143898 -1.751833 -2.918133 0.070 0.160 0.319 0.14
C -2.802648 -1.404817 -2.122886 -0.596 0.414 -0.774 -0.27
C -3.976760 -0.395466 -2.102174 0.308 -0.368 1.001 -0.62
Br -3.202597 -3.126184 -1.324259 0.124 0.062 -0.049 0.04
H 2.271956 -0.785804 3.185737 0.176 0.719 0.069 0.31
H 0.093896 -4.961394 -0.547321 -0.313 -0.203 -0.318 0.54
H 2.948944 -2.894363 0.299439 0.257 -0.171 0.123 0.55
H -3.810025 -0.645749 1.391526 -0.248 0.141 -0.011 0.52
H -3.032174 2.157251 0.124670 -0.050 0.268 -0.145 0.40
H -2.780137 3.230783 1.354428 -0.077 0.110 -0.064 0.42
H -0.969250 1.276697 3.675608 -0.093 0.251 0.206 0.51
H 0.264527 1.026120 0.635010 -0.194 -0.328 0.229 0.23
H -0.856896 1.490737 -0.600318 -0.108 0.066 0.211 0.26
H 0.642611 0.930192 -2.393659 -0.254 -0.232 -0.072 0.22
H 1.272165 2.008227 -1.245903 -0.030 0.125 0.130 0.26
H 2.230990 -0.882556 -1.455183 -0.259 -0.031 -0.056 0.19
H 2.903886 0.542770 -2.140531 -0.051 0.043 -0.200 0.25
H 3.152402 -0.352109 0.692639 -0.211 -0.062 0.114 0.16
H 4.242260 0.371819 -0.417133 0.135 -0.035 0.001 0.24
H 3.870669 1.835805 1.380507 -0.129 -0.080 0.264 0.18
H 2.136553 1.951190 1.132201 -0.243 -0.087 -0.167 0.15
H 1.920344 4.132113 0.434943 -0.111 -0.115 -0.093 0.16
H 3.296362 4.865538 -0.392201 0.176 -0.037 -0.199 0.22
H 3.488023 4.165524 1.231539 0.121 0.174 0.021 0.18
H -1.463582 0.182389 -2.226541 0.115 0.227 0.027 0.25
H -2.737800 -1.647064 -3.173626 0.314 -0.318 -0.104 0.25
H -4.812644 -0.822093 -1.560868 -0.210 0.019 -0.091 0.25
H -3.680028 0.485105 -1.539957 -0.127 0.296 -0.189 0.19
H -4.287317 -0.135030 -3.105381 0.055 0.076 -0.138 0.24
Cd -0.086868 -2.234482 3.504311 -0.333 -0.719 1.515 1.15
```
Positions in Å, forces in eV/Å.

Values from the calculation:
Energy relative to the best compared isomer or geometry (same formula, charge and spin) = 0.0 kcal/mol
Charge = +2
Frontier orbital gap = 3.2 eV